Entry 1:
Formula: C11H13NO7Zr
Source: OMol25
Level of theory: the ωB97M-V functional and the def2-TZVPD basis

Structure (XYZ):
```
33
Properties=species:S:1:pos:R:3:forces:R:3
Zr 0.02203 0.12268 0.02016 0.06 0.55 -0.05
O 0.03689 6.35678 -0.12172 0.03 0.08 -0.04
C -0.03346 5.04857 -0.12793 -0.01 -0.12 0.14
C -1.24757 4.32790 -0.11103 -0.06 0.12 -0.07
C -1.17496 2.96547 -0.10332 0.21 -0.36 0.02
N -0.00166 2.31160 -0.08979 0.02 0.12 0.00
C 1.16146 2.99286 -0.13440 -0.18 -0.32 0.04
C 1.19931 4.35304 -0.14192 0.02 0.15 -0.08
C 2.33772 2.04346 -0.17264 0.12 0.34 0.01
O 3.47630 2.35253 -0.16359 -0.02 -0.08 -0.02
O 1.87350 0.74912 -0.18525 -0.27 -0.28 0.04
C -2.33271 1.99161 -0.12386 -0.18 0.35 0.00
O -3.47546 2.28776 -0.11070 0.03 -0.09 -0.02
O -1.84801 0.70980 -0.14725 0.26 -0.28 0.04
H -0.82424 6.80092 -0.11678 -0.01 -0.03 -0.01
H -2.21318 4.81892 -0.11830 0.01 0.01 -0.01
H 2.13367 4.89802 -0.17504 0.01 -0.02 0.00
C 0.85438 0.63478 3.07405 0.05 0.14 0.14
O 0.16562 -0.25415 2.12855 0.13 -0.16 -0.12
C 0.46712 -1.66997 2.36420 0.01 -0.19 0.02
C -0.42102 -2.48958 1.46980 0.03 -0.03 0.23
O -0.15608 -2.10230 0.08857 -0.21 0.05 0.13
C -0.87246 -2.96011 -0.86338 -0.04 -0.14 -0.20
H 0.66375 0.27202 4.08090 -0.06 -0.04 -0.02
H 0.42375 1.62566 2.96181 -0.02 -0.01 -0.08
H 1.92187 0.63510 2.86013 0.00 -0.03 -0.04
H 0.25637 -1.90468 3.40686 -0.03 0.07 0.02
H 1.52605 -1.84110 2.15816 0.01 0.04 0.01
H -1.47801 -2.32548 1.69135 -0.02 0.00 -0.05
H -0.18338 -3.54448 1.60798 0.02 -0.02 -0.12
H -0.69246 -3.99898 -0.59820 0.06 0.02 0.04
H -0.46134 -2.77394 -1.85207 0.02 0.09 0.02
H -1.93810 -2.73942 -0.82926 0.01 0.05 0.04
```
Positions in Å, forces in eV/Å.

Calculated values
energy: -1054.99796 Ha
molar mass: 362.449 g mol⁻¹
LUMO energy: -8.7 eV
charge: +2

Need the Mulliken charges? In units of e they are: 2.59 -0.44 0.91 -0.39 -0.05 -0.41 0.20 -0.53 0.29 -0.44 -0.72 0.33 -0.44 -0.72 0.35 0.49 0.60 -0.82 -0.35 -0.54 -0.51 -0.39 -0.78 0.36 0.31 0.37 0.48 0.36 0.37 0.50 0.32 0.35 0.37

***

Entry 2:
Formula: C11H14AsCl2CsF6N3O3P
Source: OMol25
Level of theory: the ωB97M-V functional and the def2-TZVPD basis

Structure (XYZ):
```
42
Properties=species:S:1:pos:R:3:forces:R:3
Cs -0.80836 0.54986 -1.84309 0.00 0.06 -0.04
Cl -3.59714 -4.50463 -2.04686 0.00 0.00 0.00
C -1.89882 -4.54485 -1.96573 0.00 0.00 0.00
C -1.23481 -5.75406 -1.90318 0.00 0.00 0.00
C 0.14399 -5.79046 -1.83993 0.00 -0.01 0.00
Cl 0.91836 -7.31344 -1.76621 0.00 0.00 0.00
C 0.93790 -4.59193 -1.83418 0.00 0.00 0.00
C 2.33981 -4.59408 -1.77147 0.00 0.00 0.00
C 3.00687 -3.39614 -1.77240 0.00 0.00 0.00
C 2.26293 -2.21531 -1.83392 0.00 -0.01 0.00
N 0.94408 -2.18272 -1.89246 0.00 0.00 0.00
C 0.28528 -3.35060 -1.89482 0.00 -0.01 0.00
C -1.19511 -3.27462 -1.96935 -0.01 0.01 -0.01
O -1.78807 -2.20032 -2.03400 0.02 -0.03 0.01
H -1.79671 -6.67730 -1.90528 0.00 0.00 0.00
H 2.87708 -5.53062 -1.72509 0.00 0.00 0.00
H 4.08582 -3.35555 -1.72868 0.00 0.00 0.00
H 2.77184 -1.25724 -1.83973 0.00 0.00 0.00
N -2.32672 3.02376 1.86337 0.02 -0.01 0.01
C -1.84172 2.30127 3.08169 -0.02 -0.01 0.01
P -0.48302 1.12769 2.59922 -0.03 0.00 -0.01
O -0.56213 1.12710 1.08672 0.03 0.01 0.03
O -0.56621 -0.04861 3.47457 0.01 0.00 0.00
C 1.13407 1.96857 2.94606 0.01 -0.01 0.00
N 1.62643 2.66077 1.71480 0.01 -0.01 0.00
H -3.31698 3.25616 1.89284 0.00 0.00 0.00
H -2.11448 2.41947 1.05281 -0.02 0.02 -0.02
H -1.78622 3.87485 1.67309 0.00 0.00 0.00
H -2.64854 1.67408 3.45671 0.00 0.00 0.00
H -1.57591 3.01902 3.85430 0.01 0.00 -0.01
H 1.82910 1.16801 3.19342 0.00 0.00 0.00
H 1.10755 2.67041 3.77655 0.00 0.00 -0.01
H 1.20178 3.58787 1.59027 0.00 0.00 -0.01
H 1.28351 2.13590 0.89644 0.00 0.01 -0.01
H 2.63939 2.75333 1.67913 0.00 0.00 0.00
F 0.79752 3.10415 -0.91319 -0.02 -0.03 0.06
As -0.26220 4.51754 -0.95748 -0.02 0.03 0.01
F -0.32379 4.41981 -2.65770 -0.01 -0.01 0.00
F -1.61898 3.39611 -0.82420 0.04 0.00 0.01
F -1.34768 5.82602 -0.85396 -0.01 0.00 0.00
F -0.21538 4.47887 0.85883 0.00 0.01 -0.01
F 1.11564 5.52187 -0.91792 -0.01 -0.01 -0.01
```
Positions in Å, forces in eV/Å.

Calculated values
energy: -4934.46350 Ha
molar mass: 659.946 g mol⁻¹
2S+1: 2
energy relative to the best compared isomer or geometry (same formula, charge and spin): 0.0 kJ/mol
LUMO energy (alpha / beta): -2.9 / -4.8 eV
charge: +1
⟨S²⟩: 0.7881

Need the Mulliken charges? In units of e they are: 1.16 -0.14 0.47 -0.72 0.78 -0.18 0.35 -0.67 -0.62 -0.36 -0.26 0.00 0.28 -0.68 0.48 0.42 0.40 0.43 -0.17 -0.80 0.96 -0.78 -0.76 -0.79 -0.17 0.37 0.23 0.31 0.33 0.42 0.33 0.43 0.31 0.24 0.36 -0.50 2.02 -0.45 -0.50 -0.46 -0.62 -0.47

***

Entry 3:
Formula: C11H14AsN2OS4SeTl
Source: OMol25
Level of theory: the ωB97M-V functional and the def2-TZVPD basis

Structure (XYZ):
```
35
Properties=species:S:1:pos:R:3:forces:R:3
Tl -0.97648 -1.88255 -0.18192 0.44 0.01 -0.19
S 1.61300 -3.66990 4.08006 0.17 -0.41 0.06
As 1.20269 -1.94668 2.87061 0.29 0.62 -1.19
S 1.93885 -2.31369 0.88370 -0.17 -0.12 0.74
S -0.96233 -1.66360 2.75659 0.33 0.24 0.44
S 2.01106 -0.19555 3.78136 -0.67 -0.17 -0.04
C -5.47260 -2.66867 0.53906 0.03 -0.09 0.03
C -4.66390 -1.40314 0.42392 -0.01 -0.03 -0.06
C -5.37419 -0.08343 0.30422 0.06 0.15 0.00
O -3.44964 -1.44872 0.41439 -0.52 0.02 0.19
H -6.54402 -2.49202 0.52015 -0.01 0.00 0.00
H -5.20242 -3.17778 1.46556 0.01 0.02 0.00
H -5.19772 -3.33529 -0.27994 0.00 0.01 0.00
H -6.45589 -0.17782 0.31391 -0.02 0.00 0.00
H -5.05414 0.40287 -0.61905 0.00 -0.02 0.00
H -5.05296 0.56471 1.12162 0.00 -0.03 0.01
C 0.49256 1.07229 -2.60690 -0.02 0.00 -0.17
N 1.17702 1.27707 -1.35278 0.05 -0.07 0.16
C 0.60044 1.34966 -0.12924 -0.29 0.17 -0.02
Se -1.20024 1.22155 0.25642 0.03 -0.08 -0.03
N 1.57874 1.54312 0.76985 0.21 -0.05 0.11
C 2.81358 1.53109 0.14417 0.10 -0.13 -0.14
C 4.10667 1.58868 0.63722 -0.11 -0.01 0.00
C 5.13062 1.51284 -0.29109 0.07 0.03 0.05
C 4.87423 1.38848 -1.65841 0.04 -0.01 -0.02
C 3.58122 1.31354 -2.14806 -0.08 0.00 -0.04
C 2.55651 1.37584 -1.21685 0.14 0.03 0.12
H -0.57414 0.99726 -2.41542 0.00 0.01 0.06
H 0.84456 0.15330 -3.07784 0.01 0.01 0.01
H 0.67631 1.91307 -3.27667 0.02 0.00 0.01
H 1.44261 1.51606 1.77468 -0.13 -0.16 -0.12
H 4.29406 1.65653 1.69915 0.04 0.02 0.01
H 6.15613 1.54279 0.05182 -0.01 0.01 0.00
H 5.70584 1.33594 -2.34834 -0.01 0.00 0.00
H 3.38398 1.20213 -3.20592 0.00 -0.01 0.01
```
Positions in Å, forces in eV/Å.

Calculated values
energy: -7014.77066 Ha
molar mass: 676.779 g mol⁻¹
LUMO energy (alpha / beta): -2.9 / -2.5 eV
charge: 0

Need the Mulliken charges? In units of e they are: 0.50 -0.19 0.67 -0.52 -0.26 -0.41 -1.08 0.71 -0.96 -0.43 0.36 0.29 0.28 0.36 0.27 0.28 -1.05 0.37 -0.47 -0.26 0.19 0.18 -0.72 -0.52 -0.62 -0.61 0.86 0.34 0.35 0.34 0.17 0.37 0.38 0.38 0.42

***

Entry 4:
Formula: C11H14AuN2OP
Source: OMol25
Level of theory: the ωB97M-V functional and the def2-TZVPD basis

Structure (XYZ):
```
30
Properties=species:S:1:pos:R:3:forces:R:3
C -0.43065 -1.46078 -3.83411 1.00 -2.33 0.39
C -0.07223 -2.72583 -3.28404 0.55 3.16 -0.86
C -0.99272 -2.97879 -2.21090 -1.58 -0.42 -1.08
C -2.11471 -2.11910 -2.36601 0.92 1.13 0.08
C -1.71629 -1.08455 -3.27050 -0.83 -1.45 1.26
Au 1.06177 1.51648 -1.21014 -0.73 -0.40 0.54
P 1.50664 2.85984 -2.99415 -0.10 0.61 0.42
H 0.11611 -0.87693 -4.57752 -0.20 -0.39 0.21
H 0.81342 -3.30750 -3.52555 -0.19 0.24 0.14
H -0.90060 -3.81064 -1.52106 -0.12 0.19 0.00
H -2.27671 -0.17649 -3.49079 0.14 -0.34 -0.01
H -3.03470 -2.19346 -1.79184 0.33 0.29 -0.09
H 0.29831 3.51994 -3.44280 1.01 -0.37 -0.02
H 2.29838 2.68046 -4.17055 -0.61 -0.19 0.29
H 2.26617 3.96121 -2.50838 -0.41 -0.19 -0.21
N -1.21033 0.63614 5.07274 -0.30 0.06 0.13
C -1.47912 0.38282 3.74408 -0.16 -0.25 -0.66
O -2.62174 0.21952 3.32985 0.49 0.10 0.36
C -0.26990 0.30077 2.84678 -1.07 0.08 -1.45
C 1.01775 0.22856 3.40276 1.23 0.29 1.21
C 2.12754 0.25903 2.56257 0.05 -0.02 -1.64
C 1.93049 0.31978 1.18256 1.99 0.02 2.10
N 0.69983 0.50686 0.65240 -1.06 0.25 -2.53
C -0.40107 0.38035 1.44715 -0.42 0.43 1.86
H -1.98919 0.75111 5.71165 0.12 -0.05 -0.48
H -0.33271 1.01927 5.38404 -0.08 -0.12 -0.28
H 1.18180 0.16751 4.48184 -0.12 -0.06 -0.46
H 3.15173 0.26011 2.92438 -0.20 -0.23 0.11
H 2.76533 0.34208 0.47610 -0.17 -0.12 0.42
H -1.39262 0.42226 0.97943 0.52 0.08 0.25
```
Positions in Å, forces in eV/Å.

Calculated values
energy: -1089.19107 Ha
molar mass: 418.187 g mol⁻¹
2S+1: 3
energy relative to the best compared isomer or geometry (same formula, charge and spin): 0.0 kJ/mol
LUMO energy (alpha / beta): 0.0 / -1.7 eV
charge: 0
⟨S²⟩: 2.0363

Need the Mulliken charges? In units of e they are: -0.32 -0.55 -0.19 -0.62 -0.27 0.19 -0.14 0.40 0.38 0.41 0.39 0.39 0.13 0.13 0.13 -0.37 0.27 -0.65 0.63 -0.50 -0.72 -0.14 -0.47 -0.37 0.23 0.19 0.30 0.36 0.36 0.44

***

Entry 5:
Formula: C11H14BCaN7
Source: OMol25
Level of theory: the ωB97M-V functional and the def2-TZVPD basis

Structure (XYZ):
```
34
Properties=species:S:1:pos:R:3:forces:R:3
H 1.99256 3.65524 1.28213 -0.13 -0.08 0.04
N 1.32520 1.91077 0.22273 -0.72 1.45 -0.82
B 0.31573 0.37297 -1.63069 -1.08 -0.35 -0.64
N 0.59032 1.74306 -0.94142 1.27 0.85 1.37
C 0.30394 2.96017 -1.45230 0.26 -0.37 0.73
Ca 2.51311 0.71595 1.70254 -2.36 -0.87 1.68
H -0.20607 3.05603 -2.40080 -0.05 -0.06 0.20
C 0.79800 3.93945 -0.59552 0.14 -0.19 0.09
H 0.70481 5.00112 -0.69749 -0.01 0.19 -0.12
C 1.44456 3.25309 0.43897 -0.84 -1.23 -1.45
H 0.59274 0.51571 -2.79652 -0.03 0.08 -0.04
C -1.24033 -1.72818 3.94376 1.04 -0.87 -1.81
H -1.29709 -2.27706 4.88852 0.10 0.21 0.04
H -0.79296 -2.37986 3.18416 -0.16 -0.23 -0.10
H -2.26618 -1.49487 3.62760 0.22 0.18 0.12
N -1.20839 -0.03608 -1.62208 -0.31 -0.61 1.01
N 1.23043 -0.77293 -1.09637 1.56 -0.41 1.10
N -1.79642 -0.55992 -0.48853 -0.36 0.32 -0.39
N 2.06102 -0.71841 0.02079 0.00 -1.46 -1.23
C -2.12367 0.01949 -2.62903 -0.55 -0.23 0.62
C 1.51380 -1.89609 -1.79711 0.26 0.55 0.95
H -1.86459 0.38787 -3.60819 0.06 0.00 0.00
H 0.99938 -2.10583 -2.72246 0.00 0.00 0.11
C -3.34522 -0.44746 -2.13849 0.95 0.18 0.18
C 2.51706 -2.59952 -1.13680 -0.02 0.05 0.03
C -3.08588 -0.79358 -0.78729 1.24 0.60 -0.87
C 2.83412 -1.84360 -0.00121 -1.35 0.83 -1.17
H -4.27765 -0.54560 -2.66101 -0.06 0.06 -0.16
H 2.97111 -3.52314 -1.45245 -0.07 -0.02 0.03
H -3.80355 -1.16998 -0.06613 0.42 -0.01 0.02
H 3.57424 -2.05827 0.76336 -0.20 0.10 -0.03
H -1.08860 -0.21808 5.04393 1.67 2.32 -0.07
N 0.51992 0.06528 3.49210 2.43 1.11 -1.29
C -0.40547 -0.42777 4.11130 -3.32 -2.08 1.89
```
Positions in Å, forces in eV/Å.

Calculated values
energy: -1513.30460 Ha
molar mass: 295.172 g mol⁻¹
energy relative to the best compared isomer or geometry (same formula, charge and spin): 183.4 kJ/mol
LUMO energy: -1.5 eV
charge: 0

Need the Mulliken charges? In units of e they are: 0.33 -0.56 -0.28 0.29 -0.13 1.66 0.41 -0.97 0.39 0.10 -0.07 -0.97 0.35 0.26 0.26 0.58 0.35 -0.75 -0.54 -0.37 -0.14 0.43 0.42 -0.69 -0.88 -0.20 -0.07 0.37 0.38 0.40 0.35 0.12 -0.56 -0.26

***

Entry 6:
Formula: C11H14BCdF3N6O3S
Source: OMol25
Level of theory: the ωB97M-V functional and the def2-TZVPD basis

Structure (XYZ):
```
40
Properties=species:S:1:pos:R:3:forces:R:3
H -0.37595 1.28857 2.98476 0.66 0.08 0.23
N 0.20491 -0.31049 1.67744 -1.10 0.09 0.31
B -0.14382 -2.30891 0.08894 -0.10 0.29 -1.67
N -0.32556 -1.56966 1.44942 1.00 0.10 1.07
C -1.09804 -1.87366 2.48793 0.38 0.20 -0.88
Cd 1.19371 0.79815 -0.50958 -2.29 4.04 -1.53
H -1.51938 -2.87219 2.53227 -0.24 0.38 0.01
C -1.18474 -0.76647 3.33434 0.13 0.33 0.08
H -1.69696 -0.76197 4.27185 -0.40 0.32 0.10
C -0.41179 0.23639 2.76906 -0.56 -1.51 0.19
H -0.48008 -3.45234 0.15198 0.15 -0.10 0.37
C 1.16548 1.87726 -2.33813 0.38 0.56 -0.14
H 1.24703 2.95669 -2.17116 0.06 -0.23 -0.31
H 0.23529 1.63924 -2.87953 0.66 0.10 0.17
H 2.05851 1.48541 -2.83814 -0.26 0.35 -0.50
N 1.36394 -2.19500 -0.30301 0.81 1.17 0.22
N -1.01312 -1.64012 -1.03064 0.24 0.92 0.42
N 2.04111 -0.96095 -0.45480 2.10 -5.46 0.50
N -0.82584 -0.30220 -1.25310 -0.62 -0.26 0.07
C 2.23009 -3.20463 -0.47070 0.19 0.91 -0.07
C -2.01422 -2.09411 -1.81815 -0.05 0.96 -0.32
H 1.89144 -4.22842 -0.39420 0.10 0.13 -0.02
H -2.33686 -3.11431 -1.77030 -0.03 -0.25 -0.06
C 3.48204 -2.66551 -0.74439 -0.16 0.07 -0.03
C -2.47735 -1.01980 -2.58298 0.59 -0.29 0.86
C 3.33324 -1.27619 -0.74487 -1.56 -0.70 0.37
C -1.71702 0.09493 -2.17188 0.40 -1.30 0.60
H 4.37731 -3.21548 -0.91865 0.36 -0.18 -0.15
H -3.25046 -1.01574 -3.31248 -0.41 -0.14 -0.30
H 4.05695 -0.50579 -0.97056 -0.12 -0.01 0.13
H -1.79114 1.12795 -2.48216 0.14 -0.15 0.14
H 1.22128 -0.21033 1.61206 -0.40 -0.14 -0.36
F -0.62269 4.72163 2.65218 -0.64 -0.47 -0.45
C -1.40199 4.03606 1.78266 -0.04 0.13 0.13
F -1.90320 2.94473 2.43490 0.19 0.60 -0.09
F -2.44777 4.81838 1.43124 0.91 -0.67 0.29
S -0.41198 3.47263 0.30553 -0.12 0.58 -0.64
O 0.02274 4.72364 -0.27534 -0.18 -0.83 0.39
O 0.68775 2.67103 0.91726 -0.69 0.01 0.23
O -1.36282 2.67157 -0.44906 0.55 0.37 0.64
```
Positions in Å, forces in eV/Å.

Calculated values
energy: -1872.18604 Ha
molar mass: 490.557 g mol⁻¹
energy relative to the best compared isomer or geometry (same formula, charge and spin): 0.0 kJ/mol
LUMO energy: -1.0 eV
charge: 0

Need the Mulliken charges? In units of e they are: 0.57 0.26 0.13 -0.23 0.17 1.31 0.48 -1.19 0.43 -0.33 -0.10 -1.38 0.37 0.26 0.32 0.35 0.08 -0.30 -0.11 -0.03 -0.14 0.44 0.45 -0.97 -1.21 -0.29 -0.27 0.41 0.42 0.44 0.53 0.39 -0.23 0.53 -0.23 -0.21 1.00 -0.61 -0.94 -0.58